No. 1
A 6-piece molecular cluster, C38H90F3O23P5Si overall in a non-equilibrium geometry, computed with the ωB97M-V functional and the def2-TZVPD basis.

The geometry in XYZ format:
```
160
Properties=species:S:1:pos:R:3:forces:R:3:mulliken_charge:R:1
P -4.04428 6.86974 4.72987 3.81 -2.74 2.49 0.922
P -8.45729 4.22740 -1.49776 1.44 -3.55 6.07 0.848
P -0.36924 -1.63180 -3.44625 -5.87 1.95 1.92 0.937
P 9.04222 -11.71507 3.99623 -5.16 0.27 1.21 0.960
P -0.76868 5.90754 -3.56890 -2.38 2.30 -4.34 0.857
Si 6.76621 -3.06433 -0.98064 -0.69 -0.23 0.03 0.054
F 7.52335 -2.21381 -3.44844 0.22 -0.02 -0.01 -0.267
F 7.09689 -0.58908 -2.09472 0.28 0.09 0.11 -0.264
F 8.98455 -1.68611 -1.91480 0.00 0.19 -0.12 -0.249
O -10.01960 4.06368 -1.75272 0.58 1.59 -2.28 -0.362
O -2.64147 6.94132 5.55047 -0.08 0.05 -0.43 -0.318
O 9.35162 -12.93510 3.04511 1.99 0.51 0.19 -0.301
O -0.63609 7.04069 -4.72902 0.00 0.04 0.43 -0.314
O -4.02518 5.31345 4.31147 -0.29 0.44 -0.22 -0.236
O 7.28843 -5.39751 2.69065 0.18 0.23 0.82 -0.456
O -3.50113 7.55302 3.41414 -1.87 0.88 -0.17 -0.264
O 8.25955 -5.62939 0.73196 0.75 -0.98 -1.41 -0.535
O -0.05139 4.75265 -4.12278 1.10 -0.66 2.39 -0.756
O 2.77194 -3.84846 1.17879 0.01 0.29 -0.09 -0.428
O -8.36799 2.75070 -0.78112 -0.36 0.03 -0.08 -0.313
O -5.06475 7.07524 5.76446 -1.47 1.51 -1.67 -0.799
O -0.69590 6.90346 -2.34752 1.05 -1.48 1.00 -0.246
O -1.86145 -2.09841 -2.95194 0.09 -0.04 -0.36 -0.363
O 0.33931 -1.64771 -2.14937 2.71 -1.18 -1.56 -0.821
O -7.03847 4.30754 -1.93482 -1.28 1.70 -3.14 -0.638
O -2.35320 5.63675 -3.67847 0.39 -0.15 0.56 -0.269
O 9.68621 -10.90539 5.03734 2.44 -0.63 -0.94 -0.796
O -0.66382 -0.08303 -3.80356 0.58 -0.45 -0.19 -0.059
O -8.50947 5.19231 -0.18913 -0.32 0.17 -0.71 -0.098
O 8.22720 -10.73718 3.00427 0.55 -0.21 -0.04 -0.267
O -0.54731 -2.27123 -4.88806 2.50 -0.48 0.21 -0.365
O 7.79308 -12.41396 4.76845 0.19 -0.10 -0.37 -0.324
C -2.61487 -1.93330 -0.66232 -0.07 0.16 -0.01 -1.123
C 2.79433 -3.82317 -0.24810 -0.26 -0.58 0.40 -0.556
C -0.19874 6.51175 -7.04578 -0.19 -0.01 -0.04 -1.116
C -2.91965 4.52855 -2.96078 -0.23 -0.22 0.11 -0.323
C 8.10279 -3.42430 1.61877 -0.62 0.90 0.60 -0.783
C -11.08153 3.56673 0.42854 0.35 0.14 0.14 -0.858
C 7.90068 -4.90554 1.59840 -0.05 0.45 0.63 0.558
C -6.24399 1.72589 -0.27363 0.19 -0.01 0.34 -0.547
C 0.97760 0.57963 -5.49482 0.00 -0.21 0.02 -1.128
C -5.34636 5.13271 2.26310 -0.02 0.16 -0.02 -0.413
C -7.41336 1.78426 -1.22075 0.11 -0.08 0.05 -0.497
C 0.42935 0.80161 -4.09811 0.15 0.30 -0.10 0.017
C -2.06372 -2.83449 -1.74632 -0.14 0.10 0.20 -0.238
C 4.92674 -2.91569 -1.31928 0.71 -0.15 -0.02 -0.804
C 8.94367 -9.75367 2.24639 0.11 0.19 -0.22 -0.143
C -1.80164 -2.57194 -5.52440 -0.38 -0.43 -0.61 -0.187
C -9.71063 7.19696 -0.87664 0.02 -0.05 -0.11 -1.118
C -5.19343 4.73121 3.71686 -0.18 -0.15 -0.18 -0.585
C -1.51482 6.26482 2.69483 -0.11 -0.25 0.24 -0.774
C -8.40089 6.60658 -0.38446 -0.11 0.31 0.01 -0.293
C 7.76452 -12.53812 6.19154 -0.16 0.07 0.24 -0.337
C 9.66784 -10.36258 1.06060 0.08 -0.14 0.09 -1.043
C 4.17290 -4.17548 -0.81454 -0.12 1.12 -0.47 -0.478
C 7.04369 -2.61519 0.83141 0.68 0.07 -0.23 -0.480
C 2.89501 -2.55665 1.73587 0.13 -0.20 0.29 -0.469
C -2.55240 7.56694 6.83165 0.08 -0.05 0.29 -0.345
C -10.90973 3.19713 -1.02438 -0.78 -0.44 0.00 -0.178
C -2.47814 6.52423 7.92536 0.04 -0.19 -0.03 -1.122
C 7.24133 -13.48905 1.87686 -0.12 0.32 0.13 -0.907
C 8.41827 -13.97016 2.69076 -0.08 -0.71 -0.35 -0.175
C -1.00038 8.30755 -2.40301 0.02 0.68 0.39 -0.213
C -2.63946 -1.35732 -5.84258 0.03 0.25 0.28 -0.903
C -3.05964 4.81791 -1.48031 0.24 0.11 0.14 -0.679
C -2.44594 8.61397 -2.71252 -0.13 -0.22 -0.25 -0.890
C 0.38269 6.97572 -5.72824 0.04 0.00 -0.29 -0.333
C -2.12194 7.61007 3.01282 0.50 0.31 -0.50 -0.178
C 7.66344 -1.82302 -2.15873 -0.42 -0.21 0.15 0.718
C 6.82308 -11.51777 6.79276 -0.14 0.10 -0.10 -1.114
H -6.56757 1.38796 0.71253 0.00 -0.05 -0.01 0.321
H -5.54162 6.20369 2.17351 -0.05 -0.02 -0.03 0.246
H 6.68043 -14.35046 1.51235 0.07 -0.05 0.00 0.399
H 2.43021 -2.85620 -0.60491 0.11 0.02 -0.13 0.291
H -2.05541 -0.60639 -6.37338 0.00 -0.04 -0.08 0.173
H -10.53116 6.91745 -0.21657 0.02 0.04 0.06 0.223
H 4.02097 -4.82753 -1.67412 0.24 -0.24 0.12 0.403
H -1.52657 -3.06954 -6.45529 0.25 0.07 0.05 0.354
H -1.14360 -3.31797 -1.42204 0.08 0.10 -0.02 0.225
H -3.03409 -0.89413 -4.94027 0.02 -0.02 0.03 0.243
H 7.41121 -13.54794 6.41275 -0.01 -0.02 -0.10 0.312
H 6.10044 -2.57197 1.37666 -0.09 -0.24 -0.11 0.200
H -11.32329 4.62324 0.53853 -0.09 -0.01 -0.02 0.177
H -2.35916 -3.30256 -4.94380 0.09 0.12 0.26 0.224
H 2.05678 -4.56344 -0.56628 0.05 -0.07 0.02 0.351
H -10.17786 3.37120 1.00253 0.03 -0.02 -0.03 0.208
H -1.96733 -1.07018 -0.50889 0.12 -0.08 0.02 0.288
H -2.69837 8.36195 -3.74078 0.03 -0.02 -0.01 0.270
H 0.78689 7.98525 -5.83336 -0.06 0.03 0.07 0.311
H 4.61021 -2.01089 -0.79562 -0.20 0.02 -0.10 0.392
H -0.93037 7.23294 -7.41269 0.03 0.03 -0.01 0.291
H -3.48208 -1.65702 -6.46728 0.05 -0.07 -0.04 0.418
H 7.57106 -12.89599 1.02459 0.03 -0.07 -0.05 0.167
H 5.80116 -11.70034 6.45741 -0.01 -0.04 0.03 0.288
H -3.32250 5.83799 7.86508 -0.10 0.11 0.00 0.279
H -0.53312 6.41135 2.24249 -0.02 0.07 -0.04 0.429
H -2.31434 3.63351 -3.12668 0.04 0.05 -0.05 0.155
H -5.47667 1.04156 -0.64016 -0.02 -0.02 0.00 0.264
H 10.46621 -11.03167 1.38749 0.02 0.04 -0.01 0.283
H -3.11351 8.05289 -2.05919 0.01 0.05 0.07 0.137
H 4.78165 -4.68328 -0.06525 -0.32 -0.31 0.12 0.221
H -1.64005 8.16798 6.82634 0.02 -0.03 -0.10 0.314
H 8.99955 -14.67506 2.09553 0.18 0.16 0.00 0.349
H -6.08054 5.00589 4.29287 0.06 0.04 0.06 0.347
H 4.78275 -2.76155 -2.38896 -0.22 0.11 0.01 0.493
H -0.71571 5.55958 -6.92785 0.11 -0.07 0.06 0.268
H 9.09593 -3.15428 1.26739 0.06 -0.41 -0.23 0.354
H -10.61174 2.15874 -1.14080 0.30 0.07 0.00 0.233
H -1.38822 5.65965 3.59073 -0.02 0.02 0.03 0.300
H 1.44280 -0.40496 -5.58601 0.03 0.03 0.00 0.340
H -2.62539 9.68047 -2.57036 0.06 0.00 0.06 0.427
H -8.13547 7.04053 0.57896 0.01 -0.16 0.07 0.288
H 1.72813 1.33376 -5.73099 -0.01 0.03 0.03 0.427
H 6.56801 -12.87288 2.46996 0.02 0.01 0.03 0.271
H 0.17942 0.63042 -6.23517 -0.01 0.09 0.00 0.209
H 8.09779 -14.51372 3.57652 -0.01 0.25 0.18 0.230
H -9.95828 6.83080 -1.87529 0.01 0.04 -0.01 0.280
H -7.07334 2.00034 -2.23225 -0.02 0.10 0.00 0.344
H 9.64251 -9.22009 2.89609 -0.03 -0.05 0.06 0.301
H -3.38739 8.24637 6.99452 -0.11 -0.09 -0.07 0.370
H 0.58350 6.39662 -7.79732 0.02 0.02 0.01 0.392
H 7.56997 -6.32249 2.76686 -0.46 -0.05 -0.20 0.317
H 6.84499 -11.56269 7.88237 0.01 -0.03 0.00 0.387
H -2.47564 6.99293 8.91032 0.01 0.03 -0.01 0.389
H 10.10999 -9.58028 0.44380 -0.03 0.03 0.01 0.398
H -3.59717 -1.55357 -0.94854 -0.02 -0.04 0.01 0.248
H -4.43440 4.92456 1.70260 -0.01 -0.09 0.01 -0.057
H -1.53290 8.15262 3.74885 -0.15 -0.12 0.24 0.234
H -2.08199 4.93019 -1.00430 0.00 -0.06 -0.01 0.395
H -3.90058 4.34974 -3.39801 0.02 0.11 -0.08 0.275
H 8.04896 -3.09437 2.65712 0.06 -0.05 0.03 0.417
H -5.79771 2.71209 -0.14279 0.00 0.03 -0.16 -0.100
H 7.09080 -10.50960 6.47742 0.14 -0.01 0.05 0.274
H 7.24387 -4.40505 -1.35435 0.14 0.04 -0.02 -0.114
H -11.89031 2.97247 0.85565 -0.04 -0.01 -0.08 0.405
H 3.84555 -2.08640 1.46158 -0.08 0.14 -0.14 0.107
H -3.58432 4.00237 -0.98167 -0.05 0.00 -0.05 0.263
H -2.14330 5.70610 2.00169 0.03 0.05 -0.08 -0.001
H 1.21549 0.68472 -3.34789 -0.06 -0.05 0.05 0.273
H -5.07182 3.65189 3.79663 0.12 0.02 0.08 0.308
H 8.76406 -12.44476 6.61278 0.05 0.12 -0.10 0.370
H -0.76160 8.68241 -1.40692 0.04 -0.23 0.07 0.367
H -6.17587 4.59451 1.80132 -0.01 0.00 0.01 0.315
H -7.58559 6.82713 -1.07908 0.02 -0.07 0.02 0.317
H -1.56998 5.92885 7.82094 0.03 0.03 0.02 0.289
H 1.20081 6.33035 -5.41237 -0.09 -0.11 0.07 0.351
H 8.98205 -10.94952 0.45013 -0.04 0.07 -0.04 0.224
H -0.32645 8.81709 -3.08792 0.00 -0.23 -0.20 0.224
H -2.71169 -2.47245 0.28117 -0.01 -0.02 -0.01 0.420
H 2.05228 -1.92242 1.44662 0.09 0.11 -0.08 0.249
H -7.92842 0.82103 -1.25086 -0.08 0.04 0.07 0.345
H 8.20208 -9.03654 1.89517 -0.10 -0.07 0.06 0.190
H -11.86890 3.29703 -1.53415 0.11 0.22 -0.14 0.350
H -9.64641 8.28452 -0.92032 0.02 0.01 0.01 0.429
H 0.03695 1.81391 -4.00978 -0.09 -0.04 0.05 0.021
H -3.60324 5.74761 -1.31126 -0.13 -0.06 -0.05 0.134
H -2.12086 8.22319 2.11056 -0.24 0.00 0.01 0.334
H -2.78293 -3.62479 -1.97548 -0.01 0.03 -0.09 0.347
H 7.41104 -1.58348 0.81799 -0.11 0.06 0.02 0.500
H 2.89982 -2.65575 2.82088 -0.09 -0.10 0.00 0.287
```
Positions in Å, forces in eV/Å.

## Properties
Electronic energy (a.u.): -5528.60304
HOMO energy (eV): -9.452
Total charge: 0
Gap between HOMO and LUMO (eV): 9.47
Structure (SMILES): COCCC[Si@H](CCC(=O)O)C(F)(F)F.CCOP(=O)(OCC)OCC.CCOP(=O)(OCC)OCC.CCOP(=O)(OCC)OCC.CCOP(=O)(OCC)OCC.CCOP(=O)(OCC)OCC
2S+1: 1

---

No. 2
C6H12NO as an isolated structure in a non-equilibrium geometry, computed with the ωB97M-V functional and the def2-TZVPD basis.

The geometry in XYZ format:
```
20
Properties=species:S:1:pos:R:3:forces:R:3:mulliken_charge:R:1
O 0.08624 1.92444 0.26165 -2.27 1.39 0.02 -0.345
N -0.73153 -0.24757 -0.62695 3.26 -0.15 1.53 -0.112
C -0.46923 -0.51563 -2.01582 3.05 1.70 -2.92 -0.874
C 0.62857 0.70468 0.18842 1.43 -0.51 -1.50 0.108
C -1.28786 1.85945 0.05549 1.73 -1.33 -0.57 -0.412
C 0.82124 0.02302 1.49688 -0.95 0.48 0.54 -0.452
C -1.72632 0.74338 -0.47940 -0.24 -0.31 1.55 -0.358
C 1.47645 -1.31513 1.39431 -1.24 -2.31 -0.16 -1.064
H -1.91634 2.66578 0.15999 -0.63 2.16 0.65 0.525
H 1.55132 0.81113 -0.48130 -1.36 -0.89 0.50 0.443
H 1.44637 0.66711 2.20278 -1.37 -0.45 -0.88 0.345
H 1.21850 -1.83273 2.34914 0.33 -0.01 -0.88 0.289
H -2.73595 0.54662 -0.69866 -0.95 -0.27 -0.43 0.522
H -0.62867 -1.09687 0.00782 -1.04 1.23 -1.09 0.386
H -0.28169 -0.13263 1.79387 1.71 0.47 0.67 0.304
H -0.78373 -1.42298 -2.46141 -0.29 -1.32 0.38 0.428
H -0.89569 0.24671 -2.68956 -0.32 -0.02 0.80 0.348
H 0.65370 -0.32158 -2.26524 -1.77 -0.93 0.67 0.270
H 1.02580 -1.92318 0.52699 0.66 0.53 1.26 0.281
H 2.54883 -1.38402 1.28100 0.25 0.52 -0.12 0.368
```
Positions in Å, forces in eV/Å.

## Properties
Electronic energy (a.u.): -365.46508
HOMO energy (eV): -14.262
Total charge: +1
Gap between HOMO and LUMO (eV): 11.00
Energy above the lowest of the compared OMol25 structures with the same formula, charge and spin (kJ/mol): 221.3
2S+1: 1

---

No. 3
One molecule with the formula C2H6N2S in a non-equilibrium geometry, computed with the ωB97M-V functional and the def2-TZVPD basis.

The geometry in XYZ format:
```
11
Properties=species:S:1:pos:R:3:forces:R:3:mulliken_charge:R:1
S -3.16843 1.05763 1.43066 3.94 -1.12 -0.91 -0.290
N -0.81394 -0.08547 0.24368 1.37 0.23 -2.04 -0.058
N 0.64823 -0.21342 0.34824 1.19 -5.00 0.73 -0.382
C -1.44359 0.58791 1.25011 -2.63 -0.06 0.85 -0.169
C 1.31603 -0.23884 -0.98520 -1.05 3.68 -3.81 -0.806
H -0.83015 0.70329 2.22415 -0.55 -0.13 -2.11 0.280
H 1.07740 -1.01284 -1.98896 -0.31 1.87 3.26 0.231
H 0.81383 -1.26183 0.69170 -0.68 2.82 -0.28 0.259
H 2.43732 -0.14444 -1.15812 -1.25 -0.42 1.75 0.297
H -1.03063 -0.31523 -0.81409 -0.80 1.08 3.19 0.319
H 0.99392 0.92324 -1.24217 0.78 -2.93 -0.63 0.319
```
Positions in Å, forces in eV/Å.

## Properties
Electronic energy (a.u.): -587.35555
HOMO energy (eV): -8.271
Total charge: 0
Gap between HOMO and LUMO (eV): 8.73
Energy above the lowest of the compared OMol25 structures with the same formula, charge and spin (kJ/mol): 389.8
Structure (SMILES): CNNC=S
2S+1: 1

---

Please write out number 3 again, unchanged.
One molecule with the formula C2H6N2S in a non-equilibrium geometry, computed with the ωB97M-V functional and the def2-TZVPD basis.

The geometry in XYZ format:
```
11
Properties=species:S:1:pos:R:3:forces:R:3:mulliken_charge:R:1
S -3.16843 1.05763 1.43066 3.94 -1.12 -0.91 -0.290
N -0.81394 -0.08547 0.24368 1.37 0.23 -2.04 -0.058
N 0.64823 -0.21342 0.34824 1.19 -5.00 0.73 -0.382
C -1.44359 0.58791 1.25011 -2.63 -0.06 0.85 -0.169
C 1.31603 -0.23884 -0.98520 -1.05 3.68 -3.81 -0.806
H -0.83015 0.70329 2.22415 -0.55 -0.13 -2.11 0.280
H 1.07740 -1.01284 -1.98896 -0.31 1.87 3.26 0.231
H 0.81383 -1.26183 0.69170 -0.68 2.82 -0.28 0.259
H 2.43732 -0.14444 -1.15812 -1.25 -0.42 1.75 0.297
H -1.03063 -0.31523 -0.81409 -0.80 1.08 3.19 0.319
H 0.99392 0.92324 -1.24217 0.78 -2.93 -0.63 0.319
```
Positions in Å, forces in eV/Å.

## Properties
Electronic energy (a.u.): -587.35555
HOMO energy (eV): -8.271
Total charge: 0
Gap between HOMO and LUMO (eV): 8.73
Energy above the lowest of the compared OMol25 structures with the same formula, charge and spin (kJ/mol): 389.8
Structure (SMILES): CNNC=S
2S+1: 1